[1]
DFT (wB97M-V/def2-TZVPD) results for C31H42GeReS5Si4 as an isolated structure in a non-equilibrium geometry.

Each line ends with the Mulliken charge.
Atoms and positions in Å:
Re (0.102, 0.148, -0.165)  -2.080
S (2.554, -4.014, -4.983)  -0.171
C (1.998, -3.068, -3.790)  0.126
S (2.842, -1.661, -3.204)  -0.057
C (1.742, -1.269, -1.904)  -0.027
C (0.645, -2.065, -1.789)  0.063
S (-0.637, -2.022, -0.565)  -0.492
S (0.491, -3.350, -2.964)  -0.044
S (2.307, 0.050, -0.849)  -0.398
C (1.619, 3.541, 2.792)  -1.124
Si (0.215, 2.456, 3.356)  0.712
C (0.441, 2.108, 5.179)  -1.131
C (-1.478, 3.175, 3.022)  -0.468
Si (0.478, 0.492, 2.080)  -0.492
Si (-2.477, -1.102, 2.707)  0.003
C (-2.110, -0.502, 4.393)  -0.524
C (-2.080, -2.848, 2.385)  -0.641
C (-3.514, -0.047, 1.626)  -0.307
Si (1.929, -1.152, 2.961)  0.948
C (1.977, -2.726, 1.954)  -0.883
C (1.480, -1.587, 4.734)  -1.202
C (3.605, -0.322, 2.917)  -1.121
H (1.461, 4.562, 3.141)  0.425
H (1.705, 3.568, 1.711)  0.254
H (2.562, 3.177, 3.201)  0.339
H (0.448, 3.060, 5.712)  0.410
H (1.390, 1.616, 5.385)  0.270
H (-0.357, 1.505, 5.603)  0.335
H (-1.429, 4.264, 2.972)  0.511
H (-2.181, 2.901, 3.809)  0.572
H (-1.871, 2.830, 2.066)  -0.340
H (-1.069, -0.685, 4.657)  -0.076
H (-2.723, -1.066, 5.103)  0.533
H (-2.338, 0.556, 4.499)  0.204
H (-1.503, -3.251, 3.218)  0.325
H (-1.503, -2.962, 1.466)  0.071
H (-2.995, -3.434, 2.265)  0.441
H (-3.894, 0.803, 2.193)  0.283
H (-4.347, -0.577, 1.168)  0.552
H (-2.890, 0.337, 0.815)  -0.281
H (1.219, -3.440, 2.275)  0.266
H (2.955, -3.187, 2.100)  0.398
H (1.850, -2.559, 0.882)  0.160
H (0.713, -2.363, 4.766)  0.314
H (1.142, -0.739, 5.326)  0.298
H (2.361, -1.992, 5.232)  0.426
H (3.823, 0.060, 1.918)  0.285
H (4.382, -1.045, 3.172)  0.435
H (3.675, 0.509, 3.619)  0.294
C (-0.928, 1.540, -0.395)  2.220
Ge (-1.933, 3.072, -1.126)  1.169
C (-1.226, 4.736, -0.426)  0.673
C (-2.054, 5.779, -0.013)  -0.546
C (-1.511, 6.988, 0.397)  -0.723
C (-0.136, 7.170, 0.390)  -0.539
C (0.696, 6.146, -0.034)  -0.592
C (0.153, 4.936, -0.439)  -0.371
C (-3.811, 2.823, -0.712)  0.387
C (-4.639, 2.158, -1.615)  -0.433
C (-5.983, 1.957, -1.329)  -0.741
C (-6.516, 2.421, -0.138)  -0.558
C (-5.706, 3.089, 0.770)  -0.885
C (-4.363, 3.288, 0.484)  -0.094
C (-1.576, 2.944, -3.025)  0.199
C (-2.469, 3.517, -3.928)  -0.368
C (-2.181, 3.538, -5.285)  -0.678
C (-0.995, 2.989, -5.751)  -0.527
C (-0.098, 2.421, -4.859)  -0.723
C (-0.386, 2.399, -3.502)  -0.430
H (-3.128, 5.659, -0.020)  0.446
H (-2.161, 7.793, 0.713)  0.439
H (0.286, 8.116, 0.702)  0.414
H (1.768, 6.293, -0.056)  0.445
H (0.811, 4.145, -0.782)  0.492
H (-4.235, 1.786, -2.547)  0.454
H (-6.614, 1.442, -2.040)  0.444
H (-7.564, 2.274, 0.079)  0.418
H (-6.125, 3.465, 1.694)  0.451
H (-3.752, 3.823, 1.195)  0.310
H (-3.396, 3.957, -3.580)  0.410
H (-2.881, 3.986, -5.977)  0.413
H (-0.770, 3.006, -6.808)  0.399
H (0.828, 1.994, -5.220)  0.451
H (0.329, 1.951, -2.816)  0.182

Atoms 1-6, force components in eV/Å:
-0.80 0.59 0.66
0.02 -0.01 -0.04
-0.03 0.02 -0.06
-0.14 0.02 -0.17
0.24 0.23 0.33
-0.29 -0.06 0.28

Output
net charge: +1
energy above the lowest of the compared OMol25 structures with the same formula, charge and spin: 2.948 eV
orbital gap: 0.205 Ha
calculated total energy: -177155.564 eV
HOMO level: -10.146 eV

[2]
DFT (wB97M-V/def2-TZVPD) results for C31H42LuN3OP as an isolated structure in a non-equilibrium geometry.

Each line ends with the Mulliken charge.
Atoms and positions in Å:
Lu (-0.363, 0.359, 0.107)  0.617
N (-1.816, -1.231, 0.487)  -0.611
N (-0.372, -2.327, -1.725)  0.602
C (2.086, 0.975, -0.513)  0.901
C (2.172, -0.365, -0.039)  0.943
C (1.690, -0.429, 1.305)  0.423
C (1.734, -1.641, 2.173)  -0.286
H (1.756, -2.543, 1.558)  0.338
H (0.817, -1.707, 2.782)  -0.873
H (2.612, -1.651, 2.834)  0.303
C (1.301, 0.957, 1.678)  0.682
C (0.698, 1.490, 2.928)  -0.326
H (1.447, 1.859, 3.628)  0.551
H (0.116, 0.695, 3.402)  -0.799
H (-0.089, 2.231, 2.729)  -0.122
C (1.558, 1.797, 0.542)  -0.605
C (1.175, 3.241, 0.427)  -1.676
H (0.299, 3.492, 1.028)  0.338
H (0.930, 3.538, -0.592)  0.394
H (1.983, 3.886, 0.765)  0.359
C (2.776, -1.511, -0.778)  -1.800
H (3.838, -1.624, -0.553)  0.383
H (2.687, -1.408, -1.855)  0.290
H (2.300, -2.449, -0.516)  0.345
C (2.604, 1.524, -1.807)  -1.440
H (1.867, 2.171, -2.290)  0.115
H (2.845, 0.727, -2.504)  0.367
H (3.510, 2.123, -1.656)  0.326
C (-1.983, -0.593, 1.842)  -0.269
H (-2.359, 0.429, 1.673)  0.336
C (-2.669, -1.459, 2.803)  -1.971
H (-3.237, -0.936, 3.560)  0.664
C (-2.331, -2.786, 2.791)  0.321
H (-2.651, -3.392, 3.628)  0.482
C (-1.532, -3.306, 1.731)  -1.648
H (-1.304, -4.376, 1.727)  0.246
C (-1.265, -2.521, 0.582)  1.390
C (-0.469, -3.013, -0.503)  -1.208
H (-0.276, -4.075, -0.557)  0.328
C (-0.245, -0.945, -1.790)  -0.917
C (-0.375, -2.943, -2.990)  -0.965
H (-0.447, -3.992, -3.097)  0.542
C (-0.382, -1.932, -3.892)  -0.329
H (-0.467, -1.949, -4.965)  0.507
N (-0.354, -0.739, -3.156)  1.239
C (-0.566, 0.558, -3.742)  -0.258
C (0.431, 1.164, -4.537)  1.086
C (0.220, 2.464, -5.026)  -0.849
H (0.989, 2.942, -5.645)  0.277
C (-0.972, 3.161, -4.765)  0.828
C (-1.185, 4.562, -5.280)  -1.483
H (-1.062, 5.300, -4.476)  0.280
H (-2.198, 4.678, -5.682)  0.364
H (-0.462, 4.795, -6.069)  0.358
C (-1.967, 2.519, -4.018)  -1.137
H (-2.920, 3.030, -3.860)  0.337
C (-1.780, 1.226, -3.508)  1.080
C (-2.913, 0.509, -2.841)  -1.188
H (-3.365, -0.233, -3.523)  0.284
H (-3.697, 1.232, -2.576)  0.383
H (-2.628, -0.031, -1.923)  0.209
C (1.683, 0.428, -4.913)  -1.923
H (1.564, -0.061, -5.894)  0.373
H (1.951, -0.345, -4.184)  0.202
H (2.523, 1.135, -4.998)  0.468
C (0.004, -2.630, 5.726)  -1.471
P (-0.377, -1.134, 4.685)  1.903
C (-1.735, -0.101, 5.476)  -1.616
C (1.020, -0.187, 5.372)  -1.611
O (-0.629, -0.294, 2.178)  0.332
H (-0.640, -3.499, 5.519)  0.312
H (-0.095, -2.221, 6.756)  0.388
H (1.053, -2.888, 5.482)  0.323
H (-1.309, 0.289, 6.416)  0.467
H (-1.957, 0.736, 4.780)  0.323
H (-2.657, -0.690, 5.630)  0.318
H (1.917, -0.427, 4.754)  0.207
H (0.800, 0.905, 5.328)  0.395
H (1.143, -0.540, 6.427)  0.550

Atoms 1-6, force components in eV/Å:
-0.11 -1.18 1.09
0.05 -0.78 0.37
0.51 0.59 0.54
-0.43 0.66 0.56
-0.17 0.50 0.85
0.84 2.31 -0.31

Output
net charge: -1
orbital gap: 0.139 Ha
calculated total energy: -82252.630 eV
HOMO level: -1.660 eV